No. 1
{"formula": "C60H74BrF6N4O", "method": "ωB97M-V with the def2-TZVPD basis set", "total_charge": 1, "e_tot_ha": -5797.58107, "symbols": ["C", "C", "C", "C", "C", "C", "N", "C", "C", "C", "C", "C", "N", "Br", "C", "C", "C", "C", "N", "C", "C", "C", "C", "O", "C", "C", "C", "C", "N", "C", "H", "H", "H", "H", "H", "H", "H", "H", "H", "H", "H", "H", "H", "H", "H", "H", "H", "H", "H", "H", "H", "H", "H", "H", "H", "H", "H", "H", "H", "H", "H", "H", "H", "H", "H", "H", "H", "H", "H", "H", "H", "H", "H", "H", "F", "C", "C", "C", "C", "C", "C", "H", "H", "H", "H", "H", "F", "C", "C", "C", "C", "C", "C", "H", "H", "H", "H", "H", "F", "C", "C", "C", "C", "C", "C", "H", "H", "H", "H", "H", "F", "C", "C", "C", "C", "C", "C", "H", "H", "H", "H", "H", "F", "C", "C", "C", "C", "C", "C", "H", "H", "H", "H", "H", "F", "C", "C", "C", "C", "C", "C", "H", "H", "H", "H", "H"], "xyz": [[5.879, -0.126, 1.508], [5.354, -0.607, 0.052], [3.744, -0.479, 0.050], [3.012, -1.519, 1.073], [1.415, -1.280, 0.814], [1.034, 0.103, 1.525], [-0.106, 0.126, 2.454], [-0.278, -1.011, 3.366], [0.899, -1.030, 4.503], [1.399, -2.559, 4.673], [0.257, -3.364, 5.483], [-1.315, 0.782, 1.998], [-1.640, 2.080, 2.675], [-0.061, 3.041, 3.042], [-2.309, 1.781, 3.997], [-3.417, 2.850, 4.438], [-2.824, 4.284, 4.871], [-4.585, 3.096, 3.372], [-2.145, 0.331, 1.043], [-3.366, 1.042, 0.559], [-4.599, 0.001, 0.504], [-6.023, 0.757, 0.608], [-7.127, -0.065, -0.228], [-7.823, -0.927, 0.719], [-1.840, -0.957, 0.334], [-1.239, -0.918, -1.124], [-1.042, -2.361, -1.687], [-1.344, -3.672, -0.937], [-1.889, -3.643, 0.374], [-2.118, -2.355, 0.911], [6.791, 0.574, 1.403], [5.006, 0.414, 2.019], [6.124, -1.077, 2.100], [5.672, -1.662, -0.241], [5.735, 0.157, -0.730], [3.379, -0.773, -1.008], [3.415, 0.609, 0.226], [3.263, -2.562, 0.685], [3.300, -1.327, 2.160], [1.338, -1.134, -0.331], [0.777, -2.183, 1.084], [1.971, 0.482, 2.093], [0.857, 0.896, 0.700], [-0.372, -2.052, 2.909], [-1.254, -0.840, 3.968], [1.732, -0.293, 4.246], [0.430, -0.674, 5.499], [2.435, -2.623, 5.143], [1.467, -2.989, 3.612], [0.291, -3.051, 6.593], [-0.796, -3.136, 5.058], [0.383, -4.503, 5.391], [-2.781, 0.740, 4.002], [-1.488, 1.794, 4.799], [-3.927, 2.414, 5.383], [-2.504, 4.890, 3.948], [-2.013, 4.220, 5.678], [-3.692, 4.878, 5.348], [-5.487, 3.653, 3.817], [-4.218, 3.686, 2.445], [-5.018, 2.113, 2.939], [-3.151, 1.342, -0.538], [-3.634, 1.995, 1.115], [-4.551, -0.488, -0.542], [-4.489, -0.818, 1.304], [-5.944, 1.846, 0.220], [-6.306, 0.829, 1.714], [-6.642, -0.765, -1.012], [-7.815, 0.645, -0.792], [-7.183, -1.595, 1.067], [-1.012, 0.039, -1.693], [-0.634, -2.454, -2.759], [-1.119, -4.668, -1.461], [-2.592, -2.349, 1.965], [-13.638, 2.204, -2.134], [-12.494, 1.602, -2.492], [-12.121, 1.587, -3.827], [-10.933, 0.967, -4.197], [-10.137, 0.358, -3.230], [-10.524, 0.374, -1.893], [-11.707, 1.004, -1.520], [-12.757, 2.058, -4.566], [-10.628, 0.957, -5.239], [-9.211, -0.130, -3.521], [-9.905, -0.104, -1.141], [-12.019, 1.035, -0.483], [4.622, 2.709, 0.277], [5.345, 3.512, -0.525], [5.679, 3.079, -1.798], [6.422, 3.911, -2.629], [6.832, 5.161, -2.172], [6.495, 5.583, -0.889], [5.742, 4.756, -0.062], [5.358, 2.099, -2.134], [6.683, 3.586, -3.630], [7.416, 5.808, -2.819], [6.819, 6.556, -0.533], [5.463, 5.071, 0.937], [7.350, 1.679, -4.800], [8.654, 1.382, -4.934], [9.572, 1.935, -4.054], [10.921, 1.624, -4.189], [11.338, 0.773, -5.210], [10.408, 0.228, -6.091], [9.058, 0.530, -5.949], [9.229, 2.602, -3.271], [11.646, 2.045, -3.502], [12.392, 0.535, -5.318], [10.736, -0.431, -6.888], [8.319, 0.107, -6.621], [10.939, -1.945, 0.249], [10.730, -1.335, 1.426], [9.560, -1.588, 2.125], [9.344, -0.960, 3.348], [10.297, -0.078, 3.852], [11.466, 0.172, 3.139], [11.687, -0.464, 1.922], [8.826, -2.271, 1.712], [8.436, -1.156, 3.907], [10.127, 0.415, 4.804], [12.206, 0.863, 3.531], [12.595, -0.288, 1.357], [-13.201, 1.624, -6.732], [-12.486, 2.425, -7.539], [-12.161, 1.991, -8.815], [-11.425, 2.822, -9.652], [-11.012, 4.073, -9.201], [-11.340, 4.497, -7.916], [-12.085, 3.671, -7.081], [-12.484, 1.010, -9.146], [-11.172, 2.495, -10.655], [-10.434, 4.720, -9.854], [-11.014, 5.470, -7.564], [-12.357, 3.988, -6.081], [4.626, -9.129, 3.267], [3.440, -8.506, 3.275], [2.317, -9.184, 3.724], [1.087, -8.535, 3.738], [0.992, -7.218, 3.292], [2.125, -6.548, 2.840], [3.357, -7.194, 2.836], [2.409, -10.211, 4.058], [0.204, -9.054, 4.094], [0.031, -6.714, 3.299], [2.047, -5.524, 2.490], [4.252, -6.685, 2.496]], "mulliken_charge": [-0.895, -0.319, -0.536, -0.666, 0.406, -1.487, 1.109, -0.559, -0.778, -0.033, -0.986, -0.546, -0.240, 0.002, -0.345, 0.236, -1.326, -0.791, 0.744, -0.662, -0.105, -0.663, -0.353, -0.550, 0.469, -0.593, -0.449, -0.306, -0.622, -0.339, 0.342, 0.198, 0.186, 0.414, 0.034, 0.255, 0.154, 0.363, 0.174, 0.217, 0.117, 0.618, 0.201, 0.361, 0.214, 0.271, 0.415, 0.409, -0.177, 0.324, 0.181, 0.311, 0.358, 0.403, 0.303, 0.291, 0.315, 0.398, 0.436, 0.249, -0.100, 0.273, 0.220, 0.373, 0.139, 0.350, 0.327, 0.179, 0.317, 0.302, 0.399, 0.357, 0.358, 0.359, -0.311, 0.169, -0.298, -0.219, -0.654, -0.276, -0.597, 0.475, 0.371, 0.369, 0.535, 0.425, -0.118, 0.426, -0.147, -0.563, -0.744, -0.397, -0.629, 0.416, 0.565, 0.394, 0.372, 0.403, -0.288, 0.379, -0.150, -0.539, -0.482, -0.415, -0.431, 0.435, 0.364, 0.370, 0.357, 0.408, -0.312, 0.312, -0.387, -0.302, -0.503, -0.336, -0.403, 0.426, 0.368, 0.368, 0.361, 0.412, -0.317, 0.361, -0.448, -0.384, -0.454, -0.413, -0.216, 0.411, 0.361, 0.365, 0.357, 0.399, -0.306, 0.317, -0.422, -0.359, -0.562, -0.181, -0.510, 0.408, 0.373, 0.419, 0.401, 0.411]}

---

No. 2
{"formula": "C39H62FIN2O27P", "method": "ωB97M-V with the def2-TZVPD basis set", "total_charge": 1, "e_tot_ha": -4403.01475, "symbols": ["C", "C", "N", "C", "C", "C", "I", "C", "C", "C", "O", "C", "C", "O", "N", "C", "C", "C", "C", "F", "P", "C", "O", "H", "H", "H", "H", "H", "H", "H", "H", "H", "H", "H", "H", "H", "H", "H", "H", "H", "H", "H", "H", "H", "H", "H", "H", "H", "H", "H", "H", "H", "H", "C", "C", "O", "C", "O", "O", "H", "H", "H", "H", "C", "C", "O", "C", "O", "O", "H", "H", "H", "H", "C", "C", "O", "C", "O", "O", "H", "H", "H", "H", "C", "C", "O", "C", "O", "O", "H", "H", "H", "H", "C", "C", "O", "C", "O", "O", "H", "H", "H", "H", "C", "C", "O", "C", "O", "O", "H", "H", "H", "H", "C", "C", "O", "C", "O", "O", "H", "H", "H", "H", "C", "C", "O", "C", "O", "O", "H", "H", "H", "H"], "xyz": [[-2.222, 3.631, 3.213], [-3.240, 2.602, 3.738], [-3.232, 1.471, 2.810], [-3.827, 0.277, 3.409], [-2.837, -0.458, 4.380], [-2.175, -1.758, 3.835], [-0.539, -1.145, 2.604], [-3.278, -2.686, 3.319], [-2.915, -3.935, 2.482], [-2.197, -3.819, 1.139], [-0.862, -4.306, 1.337], [-0.080, -4.266, 0.202], [-0.039, -3.074, -0.736], [0.597, -5.173, -0.007], [-4.547, -1.993, 2.869], [-4.477, -0.637, 2.309], [-3.899, -0.369, 0.913], [-4.156, -1.283, -0.288], [-5.061, -2.505, -0.206], [-4.633, -0.481, -1.328], [-6.293, 0.017, 2.393], [-7.220, -0.353, 0.860], [-6.195, 1.643, 2.389], [-1.955, 4.369, 3.966], [-1.316, 3.087, 2.935], [-2.607, 4.143, 2.337], [-4.209, 3.094, 3.725], [-2.935, 2.328, 4.755], [-2.264, 1.232, 2.616], [-4.599, 0.674, 4.071], [-3.295, -0.662, 5.351], [-2.019, 0.228, 4.578], [-1.737, -2.236, 4.701], [-3.610, -3.178, 4.238], [-3.862, -4.462, 2.312], [-2.343, -4.592, 3.132], [-2.645, -4.472, 0.385], [-2.182, -2.811, 0.720], [-0.637, -3.293, -1.618], [0.995, -2.928, -1.015], [-0.425, -2.176, -0.257], [-5.167, -1.901, 3.688], [-5.036, -2.692, 2.302], [-4.218, 0.632, 0.635], [-2.818, -0.243, 0.998], [-3.200, -1.624, -0.682], [-4.521, -3.446, -0.111], [-5.578, -2.591, -1.160], [-5.846, -2.510, 0.553], [-6.673, -0.392, -0.084], [-7.966, 0.434, 0.746], [-7.792, -1.275, 0.956], [-5.565, 1.971, 1.699], [5.015, -1.944, -2.649], [5.917, -1.301, -1.625], [4.987, -0.613, -0.779], [3.787, -1.227, -0.903], [2.841, -1.008, -0.211], [3.798, -2.127, -1.915], [5.396, -2.895, -3.012], [4.817, -1.293, -3.502], [6.460, -2.036, -1.027], [6.629, -0.611, -2.063], [-5.436, 1.454, -4.436], [-4.221, 1.671, -3.572], [-3.420, 2.543, -4.372], [-4.248, 3.201, -5.228], [-3.921, 4.116, -5.910], [-5.498, 2.671, -5.195], [-6.349, 1.314, -3.856], [-5.322, 0.627, -5.116], [-4.458, 2.176, -2.631], [-3.693, 0.749, -3.355], [6.391, 3.554, -1.708], [6.554, 3.480, -0.209], [7.032, 2.145, -0.017], [7.616, 1.746, -1.164], [8.263, 0.750, -1.282], [7.376, 2.623, -2.169], [6.580, 4.547, -2.107], [5.407, 3.218, -2.040], [7.303, 4.179, 0.168], [5.621, 3.638, 0.326], [9.305, 0.746, -4.472], [10.644, 1.433, -4.438], [11.349, 0.798, -5.509], [10.425, 0.306, -6.379], [10.675, -0.132, -7.452], [9.172, 0.385, -5.849], [8.494, 1.401, -4.162], [9.284, -0.159, -3.862], [10.570, 2.502, -4.648], [11.160, 1.294, -3.492], [1.850, -1.864, 6.982], [1.828, -0.601, 6.158], [0.533, -0.062, 6.438], [0.134, -0.561, 7.642], [-0.822, -0.187, 8.237], [0.972, -1.542, 8.063], [2.843, -2.114, 7.347], [1.444, -2.724, 6.443], [2.586, 0.118, 6.473], [1.944, -0.794, 5.093], [11.703, -0.764, 0.277], [12.424, -0.372, -0.991], [11.885, 0.924, -1.267], [11.429, 1.440, -0.092], [11.072, 2.562, 0.056], [11.436, 0.500, 0.885], [12.308, -1.388, 0.931], [10.755, -1.267, 0.081], [13.503, -0.282, -0.851], [12.230, -1.055, -1.815], [-6.688, -3.369, -5.585], [-5.662, -4.213, -4.866], [-4.515, -3.359, -4.850], [-4.948, -2.079, -4.964], [-4.262, -1.117, -4.823], [-6.269, -2.038, -5.264], [-7.703, -3.550, -5.239], [-6.653, -3.498, -6.667], [-5.950, -4.436, -3.836], [-5.443, -5.145, -5.381], [-7.669, 5.178, 0.995], [-6.632, 6.258, 0.805], [-5.416, 5.572, 1.128], [-5.621, 4.258, 0.934], [-4.747, 3.434, 0.952], [-6.922, 3.987, 0.714], [-8.513, 5.276, 0.317], [-8.040, 5.125, 2.020], [-6.575, 6.610, -0.226], [-6.782, 7.111, 1.462]], "mulliken_charge": [-1.350, -0.256, 0.232, -0.927, -1.718, -1.044, 0.028, 0.103, -1.372, -0.327, -0.340, 0.472, -0.377, -0.517, 0.178, 1.085, -1.223, 0.213, -1.599, -0.184, -0.309, -0.727, -0.226, 0.402, 0.345, 0.237, 0.194, 0.537, 0.238, 0.560, 0.280, 0.670, 1.062, 0.387, 0.463, 0.537, 0.778, -0.172, 0.288, 0.113, 0.066, 0.738, 0.554, 0.091, 0.394, 0.370, 0.159, 0.408, 0.407, 0.062, 0.417, 0.400, 0.197, -0.425, 0.333, -0.295, 0.626, -0.524, -0.281, 0.320, 0.294, 0.211, -0.236, -0.075, 0.218, -0.408, 0.524, -0.528, -0.395, 0.314, 0.118, 0.037, 0.192, -0.372, -0.404, -0.302, 0.665, -0.558, -0.258, 0.324, 0.258, 0.283, 0.315, 0.275, 0.026, -0.361, 0.611, -0.516, -0.394, 0.084, 0.073, 0.236, 0.022, -0.315, -0.239, -0.286, 0.667, -0.522, -0.332, 0.315, 0.244, 0.266, 0.210, -0.272, -0.336, -0.304, 0.663, -0.543, -0.328, 0.322, 0.188, 0.270, 0.307, -0.332, -0.343, -0.347, 0.732, -0.537, -0.291, 0.290, 0.280, 0.216, 0.320, -0.361, -0.357, -0.306, 0.569, -0.477, -0.223, 0.296, 0.282, 0.287, 0.305]}